[1]
C5H14N2 | wB97M-V/def2-TZVPD

Each line ends with the natural charge from an NBO analysis.
Atoms and positions in Å:
C (1.910, -0.481, -0.369)  -0.629
C (1.016, -0.294, 0.854)  -0.041
N (1.762, -0.098, 2.092)  -0.837
C (-0.006, 0.857, 0.756)  -0.396
C (-0.750, 0.895, -0.561)  -0.420
C (-1.566, -0.372, -0.846)  -0.219
N (-2.821, -0.039, -1.539)  -0.827
H (2.555, -1.344, -0.241)  0.208
H (2.546, 0.395, -0.506)  0.199
H (1.346, -0.593, -1.294)  0.206
H (0.410, -1.208, 0.962)  0.176
H (2.396, -0.859, 2.306)  0.358
H (2.292, 0.764, 2.053)  0.349
H (0.531, 1.771, 0.986)  0.199
H (-0.693, 0.601, 1.569)  0.209
H (-1.423, 1.744, -0.670)  0.221
H (-0.036, 1.000, -1.382)  0.201
H (-1.743, -0.921, 0.093)  0.159
H (-1.005, -1.103, -1.432)  0.186
H (-3.531, 0.153, -0.838)  0.349
H (-3.188, -0.869, -1.994)  0.352

Results
**Spin multiplicity**: 1
**Max |F|**: 1.08 eV/A
**Highest occupied orbital energy**: -9.19 eV
**SMILES string**: C[C@@H](N)CCCN
**Energy**: -308.40525 Eh
**Molar mass**: 102.2 g mol⁻¹
**LUMO energy**: 0.0382 Ha


[2]
C3H4N2O | wB97M-V/def2-TZVPD

Each line ends with the natural charge from an NBO analysis.
Atoms and positions in Å:
O (-1.655, 1.030, 0.627)  -0.665
C (-0.585, 0.334, 0.124)  -0.079
C (0.737, 0.202, 0.730)  0.094
N (1.593, -0.622, 0.256)  -0.688
N (-0.121, -1.317, -1.712)  -0.505
C (-0.524, -0.453, -0.947)  0.434
H (-1.625, 1.954, 0.354)  0.479
H (0.919, 0.907, 1.546)  0.175
H (2.477, -0.603, 0.746)  0.349
H (-1.217, -1.433, -1.725)  0.407

Results
**Spin multiplicity**: 1
**Max |F|**: 2.15 eV/A
**Highest occupied orbital energy**: -8.19 eV
**Energy**: -301.31019 Eh
**Molar mass**: 84.1 g mol⁻¹
**LUMO energy**: 0.0070 Ha


[3]
C5H10O | wB97M-V/def2-TZVPD

Each line ends with the natural charge from an NBO analysis.
Atoms and positions in Å:
C (-2.264, 0.074, 0.066)  -0.692
C (-1.116, -0.515, -0.733)  -0.002
O (-0.232, 0.516, -1.219)  -0.527
C (0.529, -0.025, -0.205)  0.259
C (1.748, -0.756, -0.755)  -0.647
C (0.755, 0.814, 1.025)  -0.648
H (-3.017, 0.362, -0.681)  0.239
H (-2.034, 0.976, 0.650)  0.195
H (-2.731, -0.682, 0.708)  0.219
H (-0.304, -1.151, -0.106)  0.248
H (1.451, -1.463, -1.536)  0.238
H (2.406, -0.006, -1.214)  0.232
H (2.317, -1.288, 0.015)  0.214
H (1.280, 0.263, 1.814)  0.218
H (-0.174, 1.215, 1.431)  0.227
H (1.386, 1.667, 0.741)  0.228

Results
**Spin multiplicity**: 1
**Max |F|**: 0.99 eV/A
**Highest occupied orbital energy**: -7.77 eV
**Energy**: -271.60165 Eh
**Molar mass**: 86.1 g mol⁻¹
**LUMO energy**: 0.0344 Ha


[4]
C12H18AlCl2O2 | wB97M-V/def2-TZVPD

Each line ends with the natural charge from an NBO analysis.
Atoms and positions in Å:
C (-1.531, -1.327, 0.712)  -0.607
C (-2.020, -0.088, -0.043)  -0.248
C (-2.270, 1.088, 0.924)  -0.601
C (-3.259, -0.420, -0.895)  -0.402
C (-2.958, -0.870, -2.334)  0.094
C (-2.519, 0.280, -3.274)  -0.097
O (-1.142, 0.516, -3.127)  -0.953
Al (-0.486, -1.161, -3.146)  1.480
O (-1.940, -1.842, -2.356)  -0.962
H (-0.518, -1.171, 1.102)  0.200
H (-1.508, -2.186, 0.040)  0.240
H (-2.197, -1.553, 1.555)  0.174
H (-1.232, 0.207, -0.739)  0.235
H (-1.735, 1.990, 0.617)  0.207
H (-1.941, 0.847, 1.939)  0.191
H (-3.332, 1.345, 0.982)  0.190
H (-3.833, -1.214, -0.398)  0.186
H (-3.921, 0.454, -0.950)  0.183
H (-3.899, -1.282, -2.741)  0.135
H (-3.101, 1.196, -3.092)  0.146
H (-2.747, -0.049, -4.306)  0.142
H (0.845, -1.402, -2.255)  -0.464
H (-0.303, -1.651, -4.690)  -0.466
Cl (1.067, 0.885, 3.092)  0.027
C (2.720, 0.777, 2.600)  -0.057
C (3.050, 0.459, 1.285)  -0.074
Cl (1.852, 0.155, 0.092)  0.093
C (4.392, 0.383, 0.926)  -0.214
C (5.386, 0.618, 1.859)  -0.212
C (5.050, 0.935, 3.168)  -0.220
C (3.718, 1.014, 3.536)  -0.226
H (4.633, 0.134, -0.098)  0.233
H (6.425, 0.554, 1.561)  0.213
H (5.822, 1.121, 3.904)  0.211
H (3.432, 1.259, 4.550)  0.223

Results
**Spin multiplicity**: 1
**Max |F|**: 0.29 eV/A
**Highest occupied orbital energy**: -4.72 eV
**Energy**: -1781.46941 Eh
**Molar mass**: 292.2 g mol⁻¹
**LUMO energy**: 0.0963 Ha
**Total charge**: -1


[5]
C17H34BCl12N6O6P2 | wB97M-V/def2-TZVPD

Each line ends with the Mulliken charge.
Atoms and positions in Å:
C (1.004, -3.101, -1.671)  -0.645
C (-0.147, -2.007, -1.271)  0.315
P (0.535, -0.534, -0.188)  0.103
C (1.830, -1.416, 0.975)  -0.211
N (-0.785, 0.205, 0.689)  1.141
C (-2.049, -0.540, 0.859)  -1.232
N (-2.276, -1.771, 1.442)  0.482
C (-1.135, -2.566, 2.003)  0.320
C (-1.680, -3.692, 3.114)  -0.817
C (-2.679, -4.812, 2.424)  0.378
N (-4.170, -4.689, 2.800)  -0.527
O (-2.261, -5.808, 1.604)  -0.513
N (-3.370, 0.161, 0.470)  -0.268
C (-3.485, 1.263, 1.496)  -0.601
C (-2.049, 2.074, 1.781)  -0.004
B (-1.499, 1.906, 3.325)  0.428
N (-1.198, 0.498, 3.888)  -0.595
O (-1.215, 3.031, 4.266)  -0.611
C (-0.901, 1.703, 0.606)  -1.015
N (-1.465, 2.326, -0.609)  0.653
C (-1.268, 3.811, -0.753)  -0.962
C (-1.192, 1.763, -1.947)  0.231
C (-2.366, 1.196, -3.000)  -0.817
O (0.046, 1.739, -2.520)  -0.431
P (0.811, 2.485, 1.064)  0.936
O (0.725, 3.922, 1.715)  -0.697
O (1.898, 2.635, -0.306)  0.121
O (1.714, 1.515, 2.247)  -0.534
H (1.090, -3.853, -0.748)  0.287
H (2.048, -2.642, -1.943)  -0.091
H (0.560, -3.761, -2.554)  0.389
H (-0.478, -1.485, -2.292)  -0.218
H (-1.054, -2.554, -0.780)  0.094
H (1.683, -2.597, 0.981)  0.326
H (1.542, -1.080, 2.083)  0.192
H (2.932, -1.083, 0.763)  -0.179
H (-3.249, -2.188, 1.549)  0.424
H (-0.434, -1.837, 2.621)  -0.138
H (-0.506, -3.183, 1.232)  0.019
H (-0.759, -4.290, 3.572)  0.386
H (-2.202, -3.147, 4.015)  0.350
H (-4.725, -4.511, 1.931)  0.294
H (-4.287, -3.863, 3.438)  0.297
H (-3.350, 0.494, -0.510)  0.282
H (-4.285, 2.038, 1.070)  0.351
H (-3.925, 0.824, 2.496)  0.225
H (-2.376, 3.221, 1.713)  0.322
H (-1.952, -0.174, 3.626)  0.236
H (-0.273, 0.146, 3.521)  0.303
H (-1.048, 2.658, 5.201)  0.334
H (-2.085, 4.188, -1.537)  0.255
H (-1.354, 4.440, 0.227)  0.339
H (-0.229, 4.009, -1.264)  0.365
H (-3.258, 1.982, -2.892)  0.303
H (-2.695, 0.113, -2.695)  -0.013
H (-1.977, 1.290, -4.105)  0.333
H (2.459, 3.480, -0.181)  -0.086
H (2.322, 2.196, 2.679)  0.301
C (4.406, 5.958, -0.075)  -0.064
Cl (5.774, 5.101, -0.806)  -0.109
Cl (3.015, 5.957, -1.172)  -0.102
Cl (3.973, 5.227, 1.480)  -0.085
H (4.705, 6.994, 0.102)  0.381
C (5.606, 0.905, -0.575)  0.171
Cl (6.974, 0.048, -1.306)  -0.104
Cl (4.215, 0.905, -1.672)  -0.082
Cl (5.173, 0.175, 0.980)  -0.122
H (5.905, 1.942, -0.398)  0.133
C (-2.850, -2.691, -4.537)  -0.069
Cl (-3.841, -1.226, -4.638)  -0.105
Cl (-1.127, -2.281, -4.589)  -0.047
Cl (-3.229, -3.599, -3.064)  -0.104
H (-3.080, -3.322, -5.400)  0.406
C (5.006, -1.934, -3.991)  0.229
Cl (6.374, -2.791, -4.721)  -0.126
Cl (3.615, -1.935, -5.088)  -0.118
Cl (4.573, -2.665, -2.436)  -0.110
H (5.305, -0.898, -3.814)  0.120

Results
**Spin multiplicity**: 1
**Max |F|**: 8.99 eV/A
**Highest occupied orbital energy**: -11.59 eV
**Energy**: -7677.57750 Eh
**Molar mass**: 916.7 g mol⁻¹
**LUMO energy**: -0.1466 Ha
**Total charge**: +1


[6]
C5H3NO | wB97M-V/def2-TZVPD

Each line ends with the natural charge from an NBO analysis.
Atoms and positions in Å:
C (2.198, 0.379, 0.091)  -0.194
C (1.038, 0.075, 0.014)  -0.021
C (-0.140, -0.754, -0.218)  -0.575
C (-1.506, -0.167, 0.009)  0.512
O (-2.523, -0.785, -0.111)  -0.448
C (-1.399, 1.257, 0.364)  0.143
N (-0.762, 2.198, 0.588)  -0.210
H (3.256, 0.503, 0.121)  0.243
H (-0.117, -1.061, -1.268)  0.275
H (-0.047, -1.645, 0.412)  0.275

Results
**Spin multiplicity**: 1
**Max |F|**: 1.45 eV/A
**Highest occupied orbital energy**: -10.61 eV
**SMILES string**: C#CCC(=O)C#N
**Energy**: -322.20819 Eh
**Molar mass**: 93.1 g mol⁻¹
**LUMO energy**: -0.0175 Ha


[7]
C6H10IN3 | wB97M-V/def2-TZVPD

Each line ends with the natural charge from an NBO analysis.
Atoms and positions in Å:
C (1.130, -3.246, -0.067)  0.139
C (0.525, -1.159, 0.011)  0.155
C (-0.344, 1.614, -1.493)  -0.601
C (-1.293, 1.903, 0.941)  -0.602
C (0.452, 0.227, 0.276)  -0.052
C (-0.833, 0.910, -0.172)  -0.298
N (-0.118, -3.095, -0.536)  -0.249
N (-0.438, -1.860, -0.509)  -0.269
N (1.632, -1.979, 0.289)  -0.559
I (2.254, 1.239, 0.769)  0.175
H (1.818, -4.014, 0.110)  0.203
H (-0.383, 0.763, -2.152)  0.214
H (0.603, 2.147, -1.463)  0.213
H (-1.137, 2.303, -1.739)  0.209
H (-0.825, 2.965, 0.996)  0.210
H (-1.051, 1.487, 1.815)  0.208
H (-2.345, 2.077, 0.782)  0.217
H (-0.759, -0.731, 2.306)  0.005
H (-1.510, 0.215, -0.469)  0.247
H (2.621, -1.767, 0.306)  0.435

Results
**Spin multiplicity**: 1
**Max |F|**: 6.93 eV/A
**Highest occupied orbital energy (alpha / beta)**: -9.52 / -7.57 eV
**Energy**: -696.38221 Eh
**Molar mass**: 251.1 g mol⁻¹
**LUMO energy (alpha / beta)**: -0.0297 / -0.0218 Ha


- max |F| of number 2 (C3H4N2O)?
  2.15 eV/A


- Among the records above, which one has the highest max |F|?
  C17H34BCl12N6O6P2


- What is the spin multiplicity in the seventh record?
  1


Repeat the first record exactly.
C5H14N2 | wB97M-V/def2-TZVPD

Each line ends with the natural charge from an NBO analysis.
Atoms and positions in Å:
C (1.910, -0.481, -0.369)  -0.629
C (1.016, -0.294, 0.854)  -0.041
N (1.762, -0.098, 2.092)  -0.837
C (-0.006, 0.857, 0.756)  -0.396
C (-0.750, 0.895, -0.561)  -0.420
C (-1.566, -0.372, -0.846)  -0.219
N (-2.821, -0.039, -1.539)  -0.827
H (2.555, -1.344, -0.241)  0.208
H (2.546, 0.395, -0.506)  0.199
H (1.346, -0.593, -1.294)  0.206
H (0.410, -1.208, 0.962)  0.176
H (2.396, -0.859, 2.306)  0.358
H (2.292, 0.764, 2.053)  0.349
H (0.531, 1.771, 0.986)  0.199
H (-0.693, 0.601, 1.569)  0.209
H (-1.423, 1.744, -0.670)  0.221
H (-0.036, 1.000, -1.382)  0.201
H (-1.743, -0.921, 0.093)  0.159
H (-1.005, -1.103, -1.432)  0.186
H (-3.531, 0.153, -0.838)  0.349
H (-3.188, -0.869, -1.994)  0.352

Results
**Spin multiplicity**: 1
**Max |F|**: 1.08 eV/A
**Highest occupied orbital energy**: -9.19 eV
**SMILES string**: C[C@@H](N)CCCN
**Energy**: -308.40525 Eh
**Molar mass**: 102.2 g mol⁻¹
**LUMO energy**: 0.0382 Ha